The following is a DFT calculation (the ωB97M-V functional and the def2-TZVPD basis) of one molecule with the formula C4H7NO2 in a non-equilibrium geometry.

Values from the calculation:
SMILES string: OC1=N[C@@H](O)CC1
Multiplicity: 1
Lowest unoccupied orbital energy (eV): 0.73
Charge: 0
Kohn-Sham gap (eV): 9.351

Positions of all 14 atoms, in Å:
C -1.27962 -0.42623 0.00685
C -0.57534 0.04847 1.22865
C 0.84556 0.50460 0.75841
C 0.93508 -0.01410 -0.72702
N -0.30356 -0.53387 -1.22926
O -2.52414 -0.80387 -0.08796
O 1.52646 0.91179 -1.56428
H -1.07448 0.89843 1.70957
H -0.51025 -0.96107 1.89716
H 0.92343 1.64598 0.87760
H 1.62736 0.04054 1.48743
H 1.57551 -0.95796 -0.85739
H -2.71761 -0.75157 -1.07124
H 1.55159 0.39886 -2.42851


The following is a DFT calculation (the ωB97M-V functional and the def2-TZVPD basis) of one molecule with the formula C4H7NO2.

Values from the calculation:
SMILES string: COCC=C=NO
Multiplicity: 1
Lowest unoccupied orbital energy (eV): 0.71
Charge: 0
Kohn-Sham gap (eV): 10.373

Positions of all 14 atoms, in Å:
C -0.30022 -1.82175 -0.34487
C -0.16741 1.49452 0.22861
N -0.80767 2.11068 1.08894
O -2.13211 1.69550 1.24116
C 0.64850 0.94683 -0.63556
C 1.47228 -0.28300 -0.33154
O 0.93299 -1.44496 -0.91386
H -1.13076 -1.19543 -0.69844
H -0.48048 -2.85825 -0.63641
H -0.26961 -1.75757 0.75441
H -2.46535 2.33227 1.88870
H 0.68160 1.34824 -1.64518
H 2.47443 -0.17243 -0.75747
H 1.57187 -0.41081 0.75799


The following is a DFT calculation (the ωB97M-V functional and the def2-TZVPD basis) of one molecule with the formula C4H7NO2.

Values from the calculation:
SMILES string: O[C@@H]1CN=COC1
Multiplicity: 1
Lowest unoccupied orbital energy (eV): 0.82
Charge: 0
Kohn-Sham gap (eV): 10.708

Positions of all 14 atoms, in Å:
O -0.99375 -0.62809 1.44765
C -0.97467 -0.09477 0.13931
C -0.34862 1.29358 0.12188
O 1.07051 1.25820 0.32231
C 1.71383 0.11359 0.03013
N 1.25666 -0.96040 -0.46194
C -0.16561 -0.98686 -0.79271
H -0.21378 -1.19270 1.54769
H -2.01606 -0.00442 -0.19928
H -0.55344 1.79115 -0.83399
H -0.73481 1.90442 0.93839
H 2.77119 0.20285 0.28203
H -0.29671 -0.67626 -1.83610
H -0.51473 -2.02028 -0.70536


The following is a DFT calculation (the ωB97M-V functional and the def2-TZVPD basis) of one molecule with the formula C4H7NO2.

Values from the calculation:
Multiplicity: 1
Lowest unoccupied orbital energy (eV): 0.65
Charge: 0
Kohn-Sham gap (eV): 9.339

Positions of all 14 atoms, in Å:
C 1.20573 -1.41196 0.32890
C 0.59510 1.94865 1.32498
O 0.31846 1.89736 0.05234
C -0.88952 1.27123 -0.42642
C -0.65692 -0.21871 -0.52215
N -1.08855 -0.87387 -1.51088
O 0.00111 -0.69050 0.57307
H 1.61637 -1.64797 1.31034
H 1.91340 -0.78489 -0.22415
H 1.02379 -2.33903 -0.22452
H -0.31262 1.55571 1.86283
H -1.10857 1.67400 -1.41514
H -1.70483 1.49413 0.27112
H -0.91295 -1.87416 -1.40031


The following is a DFT calculation (the ωB97M-V functional and the def2-TZVPD basis) of C4H7NO2 as an isolated structure.

Values from the calculation:
Multiplicity: 1
Lowest unoccupied orbital energy (eV): 0.87
Charge: 0
Kohn-Sham gap (eV): 10.598

Positions of all 14 atoms, in Å:
C -1.71100 0.77783 -0.04832
C -0.63386 -0.06796 0.59395
O -0.26162 -1.08781 -0.38545
C 1.11409 -1.33751 -0.34139
C 1.73091 0.01899 -0.30889
N 2.15308 1.07115 -0.68881
O 0.50620 0.63256 0.94349
H -2.05968 1.53659 0.65686
H -2.55908 0.15771 -0.35263
H -1.30481 1.27475 -0.93491
H -1.01627 -0.60333 1.47880
H 1.39940 -1.84930 -1.26332
H 1.43505 -1.92294 0.53027
H 1.20759 1.39926 0.12033


The following is a DFT calculation (the ωB97M-V functional and the def2-TZVPD basis) of one molecule with the formula C4H7NO2 in a non-equilibrium geometry.

Values from the calculation:
SMILES string: NC(=O)CCC=O
Multiplicity: 1
Lowest unoccupied orbital energy (eV): 0.65
Charge: 0
Kohn-Sham gap (eV): 10.458

Positions of all 14 atoms, in Å:
O 2.25211 -1.66827 1.34444
C 1.93890 -0.62535 0.81225
C 1.01157 -0.48524 -0.35223
C -0.42165 -0.39105 0.18752
C -1.17192 0.78995 -0.52878
N -2.41867 0.88966 -0.03283
O -0.74674 1.46819 -1.42836
H 1.92480 0.24053 1.50897
H 1.28212 0.41339 -0.90905
H 1.08246 -1.46172 -0.85932
H -1.08341 -1.18762 -0.21254
H -0.34606 -0.72924 1.23410
H -3.12342 1.40375 -0.54174
H -2.79412 0.33160 0.71294


The following is a DFT calculation (the ωB97M-V functional and the def2-TZVPD basis) of one molecule with the formula C4H7NO2.

Values from the calculation:
SMILES string: O/N=C1/CC[C@H]1O
Multiplicity: 1
Lowest unoccupied orbital energy (eV): 0.83
Charge: 0
Kohn-Sham gap (eV): 10.690

Positions of all 14 atoms, in Å:
O 1.90188 1.67096 -0.21317
N 1.80671 0.30346 -0.50183
C 0.62581 -0.09544 -0.28116
C -0.02398 -1.45114 -0.40471
C -1.37785 -0.75599 -0.07481
C -0.64750 0.57895 0.19700
O -0.64072 0.89035 1.57222
H 2.81258 1.87666 -0.45974
H 0.30917 -2.15391 0.36531
H 0.05870 -1.93069 -1.38356
H -1.90413 -1.13620 0.80301
H -2.06463 -0.70913 -0.92380
H -0.96838 1.43386 -0.41489
H 0.11235 1.47826 1.72012


The following is a DFT calculation (the ωB97M-V functional and the def2-TZVPD basis) of one molecule with the formula C4H7NO2.

Values from the calculation:
SMILES string: C[C@@H](C=O)C(N)=O
Multiplicity: 1
Lowest unoccupied orbital energy (eV): 0.66
Charge: 0
Kohn-Sham gap (eV): 10.705

Positions of all 14 atoms, in Å:
C -0.99090 -1.10586 0.60408
C -0.38022 0.01611 -0.23362
C -1.13016 1.32859 -0.03655
O -2.21764 1.40796 0.47568
C 1.07474 0.25340 0.15951
O 1.35836 0.68674 1.26215
N 2.01391 -0.02631 -0.78565
H -0.72646 -0.95673 1.65478
H -2.07969 -1.08270 0.52059
H -0.62352 -2.08478 0.28179
H -0.45417 -0.21541 -1.30754
H -0.61445 2.23005 -0.42999
H 1.78592 -0.48873 -1.65013
H 2.98426 0.03768 -0.51510


The following is a DFT calculation (the ωB97M-V functional and the def2-TZVPD basis) of one molecule with the formula C4H7NO2.

Values from the calculation:
SMILES string: CC(=O)N(C)C=O
Multiplicity: 1
Lowest unoccupied orbital energy (eV): 0.82
Charge: 0
Kohn-Sham gap (eV): 10.983

Positions of all 14 atoms, in Å:
C -0.00334 1.33830 1.24890
N 0.17206 0.10456 0.49461
C 0.50278 -1.06159 1.14021
O 0.57849 -2.15774 0.63315
C 0.21624 0.22931 -0.92402
O 0.82226 1.16106 -1.39075
C -0.56353 -0.74373 -1.77179
H 0.07602 1.10622 2.31304
H 0.72995 2.10302 0.98562
H -1.01103 1.72648 1.06294
H 0.72506 -0.86532 2.20525
H 0.06838 -1.56682 -2.11684
H -0.91156 -0.18971 -2.65154
H -1.40180 -1.18403 -1.22879


The following is a DFT calculation (the ωB97M-V functional and the def2-TZVPD basis) of a 2-piece molecular cluster, C4H7NO2 overall.

Values from the calculation:
Multiplicity: 1
Lowest unoccupied orbital energy (eV): -0.05
Charge: 0
Kohn-Sham gap (eV): 9.243

Positions of all 14 atoms, in Å:
C -2.37340 -0.21240 -0.09158
N -1.16092 -0.92878 0.25137
C -0.04865 -0.45150 -0.07707
C 1.28850 -1.14868 0.05990
O 2.13911 -0.26398 -0.37745
C 1.51572 0.98213 -0.79605
O 0.14770 0.77270 -0.70826
H -2.72544 -0.61656 -1.04927
H -3.14494 -0.41838 0.65528
H -2.24380 0.87114 -0.19985
H 1.53040 -1.08543 1.94972
H 1.39678 -0.44300 2.32063
H 1.83388 1.17076 -1.82263
H 1.84506 1.77197 -0.11475


The following is a DFT calculation (the ωB97M-V functional and the def2-TZVPD basis) of a 2-piece molecular cluster, C4H7NO2 overall.

Values from the calculation:
SMILES string: CN1CC1=O.C=O
Multiplicity: 1
Lowest unoccupied orbital energy (eV): 0.88
Charge: 0
Kohn-Sham gap (eV): 10.559

Positions of all 14 atoms, in Å:
C 2.40280 -0.04457 -0.36062
N 1.13041 0.62292 -0.64004
C 0.01987 -0.09484 -0.65880
C -0.18714 1.17240 0.01734
O -2.63673 0.46789 -0.28377
C -2.58253 -0.74205 -0.28920
O -0.34791 -1.23944 -0.81452
H 2.74871 -0.44543 -1.32210
H 3.16205 0.63785 0.01814
H 2.27803 -0.89847 0.31834
H -0.55258 2.05517 -0.50145
H -0.40593 1.15446 1.08927
H -2.80803 -1.33417 -1.19028
H -2.34180 -1.32737 0.61695


The following is a DFT calculation (the ωB97M-V functional and the def2-TZVPD basis) of one molecule with the formula C4H7NO2.

Values from the calculation:
SMILES string: NC(=O)C[C@H]1CO1
Multiplicity: 1
Lowest unoccupied orbital energy (eV): 0.82
Charge: 0
Kohn-Sham gap (eV): 10.797

Positions of all 14 atoms, in Å:
N -0.66533 -1.00496 2.10122
C 0.15531 -0.32509 1.25115
O 1.36907 -0.37111 1.33718
C -0.56248 0.50988 0.20008
C 0.37213 0.89776 -0.91938
C 0.73471 -0.06821 -1.94956
O -0.20660 0.96552 -2.21535
H -0.24144 -1.59082 2.80372
H -1.66578 -1.01953 1.99285
H -0.97260 1.40610 0.68342
H -1.41109 -0.04040 -0.22385
H 1.07880 1.69615 -0.69697
H 0.32449 -1.07769 -1.90179
H 1.69080 0.02240 -2.46272


The following is a DFT calculation (the ωB97M-V functional and the def2-TZVPD basis) of one molecule with the formula C4H7NO2 in a non-equilibrium geometry.

Values from the calculation:
SMILES string: ON[C@]12CC[C@H]1O2
Multiplicity: 1
Lowest unoccupied orbital energy (eV): 1.03
Charge: 0
Kohn-Sham gap (eV): 10.573

Positions of all 14 atoms, in Å:
O -0.11497 -2.45582 -0.63202
N -0.90793 -1.28808 -0.92520
C -0.27337 -0.18343 -0.30896
C 0.06447 1.23180 -0.71299
C 0.77478 1.34616 0.68170
C 0.40409 -0.10659 0.97115
O -1.00066 -0.05042 1.03266
H -0.57561 -3.13868 -1.13909
H -0.81344 1.85453 -0.90754
H 0.77069 1.32045 -1.54492
H 0.28619 2.01605 1.39162
H 1.84265 1.53184 0.61305
H 0.92817 -0.88376 1.51270
H -1.56182 -1.25215 -0.12234


The following is a DFT calculation (the ωB97M-V functional and the def2-TZVPD basis) of a 2-piece molecular cluster, C4H7NO2 overall in a non-equilibrium geometry.

Values from the calculation:
SMILES string: COC(C)=O.C#N
Multiplicity: 1
Lowest unoccupied orbital energy (eV): 0.79
Charge: 0
Kohn-Sham gap (eV): 11.039

Positions of all 14 atoms, in Å:
C -1.07925 0.06534 -0.23011
C 0.93390 1.12309 1.37092
C 0.27570 -0.21292 1.59288
C -0.06200 -1.38590 -2.58326
O -0.34285 -0.86129 0.51190
N 0.94028 -1.37746 -2.02457
O 0.40607 -0.84807 2.59764
H -0.47380 0.64407 -0.93698
H -1.80491 0.68469 0.31122
H 1.56170 1.08498 0.49745
H 1.57057 1.35446 2.21566
H 0.19508 1.91758 1.24708
H -1.49972 -0.67332 -1.08721
H -0.62080 -1.51526 -3.48262


The following is a DFT calculation (the ωB97M-V functional and the def2-TZVPD basis) of one molecule with the formula C4H7NO2 in a non-equilibrium geometry.

Values from the calculation:
SMILES string: COC(=O)N1CC1
Multiplicity: 1
Lowest unoccupied orbital energy (eV): 0.87
Charge: 0
Kohn-Sham gap (eV): 11.110

Positions of all 14 atoms, in Å:
C 2.11037 -0.54385 0.04228
C 0.34944 1.03142 -0.03427
C -1.64910 -0.12992 0.75842
C -1.70368 -0.06901 -0.74040
H 2.34017 -1.16347 -0.83578
H 2.73073 0.37129 0.02778
H 2.36059 -1.15818 0.98778
H -2.57163 0.15215 1.26197
H -1.07186 -0.90686 1.24924
H -1.01783 -0.71430 -1.34772
H -2.61148 0.33441 -1.27762
N -1.07269 1.06008 0.04558
O 0.75140 -0.28168 -0.15617
O 1.05557 2.01791 0.01892


The following is a DFT calculation (the ωB97M-V functional and the def2-TZVPD basis) of one molecule with the formula C4H7NO2.

Values from the calculation:
SMILES string: O=C[C@]1(CO)CN1
Multiplicity: 1
Lowest unoccupied orbital energy (eV): 0.70
Charge: 0
Kohn-Sham gap (eV): 10.782

Positions of all 14 atoms, in Å:
O -0.94496 -0.92153 -1.79425
C 0.26870 -0.87430 -1.08891
C 0.18072 0.02693 0.12951
C -0.85831 1.09364 0.22562
N -1.01977 -0.16113 0.93614
C 1.44315 0.32599 0.86727
O 1.45612 0.73616 2.00673
H -1.61964 -1.18205 -1.14862
H 0.57332 -1.88021 -0.75659
H 1.03195 -0.50591 -1.78314
H -1.52077 1.23685 -0.62306
H -0.60389 1.97850 0.80460
H -0.77333 -0.03698 1.91836
H 2.38670 0.16405 0.30634


The following is a DFT calculation (the ωB97M-V functional and the def2-TZVPD basis) of one molecule with the formula C4H7NO2.

Values from the calculation:
SMILES string: C/C(=N\O)[C@H]1CO1
Multiplicity: 1
Lowest unoccupied orbital energy (eV): 0.94
Charge: 0
Kohn-Sham gap (eV): 10.546

Positions of all 14 atoms, in Å:
C -1.31836 -1.24491 -0.08897
C -0.40991 -0.04990 -0.14421
N -0.55807 1.12123 0.34568
O -1.68593 1.38214 1.07935
C 0.92816 -0.00052 -0.85169
C 1.98165 0.34089 0.08918
O 1.98968 -0.91391 -0.57781
H -2.18552 -1.07336 -0.73550
H -0.79429 -2.13778 -0.44401
H -1.69819 -1.44319 0.91959
H -1.55046 2.32380 1.26296
H 0.90172 0.35330 -1.88332
H 2.73928 1.09391 -0.09464
H 1.66025 0.24831 1.12339


The following is a DFT calculation (the ωB97M-V functional and the def2-TZVPD basis) of one molecule with the formula C4H7NO2.

Values from the calculation:
SMILES string: [H]/N=C(\C)OCC=O
Multiplicity: 1
Lowest unoccupied orbital energy (eV): 0.81
Charge: 0
Kohn-Sham gap (eV): 10.471

Positions of all 14 atoms, in Å:
C 0.65350 1.27316 -1.66615
C 0.41600 0.22633 -0.61003
N 0.57394 -1.03122 -0.64042
O -0.06442 0.79830 0.52046
C -0.22724 -0.10552 1.60699
C -1.24499 -1.19278 1.31390
O -1.31033 -2.20798 1.95765
H 1.10208 2.15800 -1.20565
H 1.30302 0.90733 -2.46497
H -0.29961 1.57942 -2.10959
H 0.92443 -1.37860 -1.52566
H 0.72165 -0.57946 1.87343
H -0.58042 0.50446 2.44389
H -1.96759 -0.95144 0.50616